No. 1
{
  "formula": "C44H38N8PPd",
  "method": "ωB97M-V/def2-TZVPD",
  "species": ["Pd", "C", "C", "C", "C", "C", "C", "C", "C", "C", "C", "C", "C", "C", "C", "C", "N", "H", "H", "H", "H", "H", "H", "H", "H", "H", "H", "N", "C", "C", "C", "N", "C", "N", "N", "P", "C", "C", "C", "C", "C", "C", "C", "C", "C", "C", "C", "C", "C", "C", "C", "C", "C", "C", "H", "H", "H", "H", "H", "H", "H", "H", "H", "H", "H", "H", "H", "H", "H", "C", "C", "N", "C", "N", "C", "C", "C", "N", "C", "H", "H", "H", "H", "H", "H", "H", "H", "H", "H", "H", "H", "H"],
  "coordinates": [[-0.700391, -0.881060, 0.603751], [-4.014121, -0.681853, 3.251139], [-3.437050, -0.684001, 4.514980], [-2.059483, -0.751981, 4.627024], [-1.240792, -0.820811, 3.495913], [-1.816105, -0.832629, 2.213599], [-3.207352, -0.758144, 2.125028], [0.226961, -0.888501, 3.669688], [0.857289, -0.335317, 4.821736], [2.203533, -0.422746, 4.974484], [2.979035, -1.055621, 3.980291], [4.383206, -1.184286, 4.033573], [5.060046, -1.785015, 3.008648], [4.362336, -2.283543, 1.888720], [3.001381, -2.176443, 1.811633], [2.277265, -1.560016, 2.858850], [0.933330, -1.466332, 2.731990], [-5.091944, -0.624245, 3.141871], [-4.054532, -0.645003, 5.404373], [-1.616974, -0.784197, 5.617538], [-3.671262, -0.750263, 1.146402], [0.261535, 0.187533, 5.557877], [2.696417, 0.006869, 5.840290], [4.913900, -0.795888, 4.896603], [6.137605, -1.883673, 3.052243], [4.916008, -2.757844, 1.087650], [2.432954, -2.548052, 0.966981], [-0.917145, -2.968952, 0.488583], [-0.698516, -4.094273, 0.633164], [-0.488271, -5.469105, 0.707194], [0.250172, -6.055801, -0.344982], [0.831033, -6.529266, -1.227784], [-1.012238, -6.247244, 1.762754], [-1.447062, -6.886860, 2.621222], [-0.626559, 1.129506, 0.846852], [-0.989230, 2.189561, -0.189155], [0.171841, 3.610165, -0.155304], [1.323287, 3.449250, 0.606952], [2.261284, 4.470845, 0.688945], [2.049437, 5.663269, 0.010673], [0.893897, 5.835906, -0.741932], [-0.043385, 4.815547, -0.819685], [-1.033614, 1.720867, -1.965161], [-0.146278, 2.196194, -2.923764], [-0.164065, 1.685840, -4.218082], [-1.077448, 0.703198, -4.567406], [-1.973045, 0.225934, -3.616715], [-1.943528, 0.726002, -2.325388], [-2.616937, 3.012538, 0.036307], [-3.134443, 2.996757, 1.329465], [-4.360246, 3.588452, 1.599114], [-5.084472, 4.189938, 0.577337], [-4.584465, 4.191590, -0.717708], [-3.355828, 3.601106, -0.987074], [1.447066, 2.511382, 1.138527], [3.155186, 4.337780, 1.286638], [2.779184, 6.461951, 0.074314], [0.721622, 6.770130, -1.263769], [-0.948809, 4.959597, -1.399066], [0.576665, 2.960536, -2.662413], [0.539391, 2.061029, -4.952801], [-1.090882, 0.306062, -5.575951], [-2.680448, -0.552238, -3.877269], [-2.611445, 0.326650, -1.573090], [-2.573571, 2.481316, 2.102458], [-4.759196, 3.565984, 2.606386], [-6.045624, 4.644128, 0.788145], [-5.155364, 4.642107, -1.521349], [-2.978342, 3.586017, -2.003303], [0.774424, -3.832508, -3.811628], [-0.583585, -3.469198, -3.243255], [-0.477056, -2.332455, -2.341412], [0.658695, -1.616185, -2.102756], [0.702013, -0.849520, -1.056076], [1.857891, 0.005496, -0.820304], [3.094026, -0.391204, -1.612005], [2.684218, -0.695137, -3.039451], [1.677955, -1.737372, -3.016286], [1.492666, -2.553286, -4.198925], [0.656717, -4.488183, -4.674538], [1.359805, -4.369277, -3.062872], [-1.004165, -4.320503, -2.704459], [-1.270269, -3.218258, -4.060689], [-1.099348, -2.327114, -1.546983], [2.067495, -0.006181, 0.249662], [1.586793, 1.039045, -1.056768], [3.565901, -1.275526, -1.175258], [3.821936, 0.423324, -1.589528], [3.528131, -1.057372, -3.629499], [2.298276, 0.211734, -3.525385], [2.482700, -2.776009, -4.601752], [0.932377, -2.014640, -4.978588]],
  "forces_ev_per_angstrom": [[-0.2, 0.0, -0.1], [0.0, 0.0, 0.0], [-0.1, 0.0, 0.0], [0.0, 0.0, 0.1], [-0.2, 0.0, 0.0], [-0.1, 0.0, 0.1], [0.0, 0.0, 0.0], [0.1, 0.0, 0.0], [-0.1, 0.2, 0.2], [0.0, 0.1, 0.1], [-0.1, -0.1, -0.3], [0.1, 0.0, 0.0], [0.1, 0.0, 0.1], [-0.1, 0.0, -0.1], [0.1, 0.0, 0.0], [0.1, 0.1, 0.1], [0.0, -0.2, 0.0], [0.0, 0.0, 0.0], [0.0, 0.0, 0.0], [0.0, 0.0, 0.0], [0.0, 0.0, 0.0], [0.0, 0.0, 0.0], [0.0, 0.0, 0.0], [0.0, 0.0, 0.0], [0.0, 0.0, 0.0], [0.0, 0.0, 0.0], [0.0, 0.0, 0.0], [0.2, 0.3, 0.2], [-0.3, -0.1, 0.0], [0.2, 0.0, -0.1], [0.0, -0.2, 0.0], [0.0, 0.1, 0.1], [0.0, 0.0, 0.0], [0.0, 0.0, -0.1], [0.3, -0.1, -0.1], [0.0, 0.0, 0.0], [-0.1, 0.0, 0.1], [0.0, 0.0, 0.0], [0.0, 0.0, 0.0], [0.0, 0.0, 0.0], [0.0, 0.0, 0.0], [0.0, 0.0, 0.0], [-0.1, 0.0, 0.0], [0.0, 0.0, 0.0], [0.0, 0.0, 0.0], [0.0, 0.0, 0.0], [0.0, 0.0, 0.0], [0.0, 0.1, -0.1], [-0.1, -0.1, -0.1], [0.0, 0.0, 0.0], [0.0, 0.0, 0.0], [0.0, 0.0, 0.0], [0.0, 0.0, 0.0], [0.0, 0.0, 0.1], [0.0, 0.0, 0.0], [0.0, 0.0, 0.0], [0.0, 0.0, 0.0], [0.0, 0.0, 0.0], [0.0, 0.0, 0.0], [0.0, 0.0, 0.0], [0.0, 0.0, 0.0], [0.0, 0.0, 0.0], [0.0, 0.0, 0.0], [-0.1, 0.0, 0.1], [0.0, 0.0, 0.0], [0.0, 0.0, 0.0], [0.0, 0.0, 0.0], [0.0, 0.0, 0.0], [0.0, 0.0, 0.0], [0.0, 0.0, 0.0], [0.0, 0.0, 0.0], [0.1, -0.1, 0.0], [0.0, 0.1, 0.0], [0.1, -0.2, -0.1], [0.0, 0.0, 0.0], [0.0, 0.1, 0.0], [0.0, 0.0, 0.0], [0.0, 0.0, 0.0], [0.0, 0.0, 0.0], [0.0, 0.0, 0.0], [0.0, 0.0, 0.0], [0.0, 0.0, 0.0], [0.0, 0.0, 0.0], [0.0, 0.0, 0.0], [0.0, 0.0, 0.0], [0.0, 0.0, 0.0], [0.0, 0.0, 0.0], [0.0, 0.0, 0.0], [0.0, 0.0, 0.0], [0.0, 0.0, 0.0], [0.0, 0.0, 0.0], [0.0, 0.0, 0.0]],
  "de_lowest_kcal_mol": 2.5,
  "charge": -1,
  "homo_ev": -4.691,
  "gap_ev": 7.0817
}

No. 2
{
  "formula": "C44H39AsOP2S3SbW",
  "method": "ωB97M-V/def2-TZVPD",
  "species": ["W", "S", "Sb", "S", "S", "O", "P", "C", "C", "C", "C", "C", "C", "C", "C", "C", "C", "C", "C", "C", "C", "C", "C", "C", "C", "H", "H", "H", "H", "H", "H", "H", "H", "H", "H", "H", "H", "H", "H", "H", "C", "C", "As", "C", "C", "C", "C", "C", "C", "C", "C", "C", "C", "C", "C", "P", "C", "C", "C", "C", "C", "C", "C", "C", "C", "C", "C", "C", "H", "H", "H", "H", "H", "H", "H", "H", "H", "H", "H", "H", "H", "H", "H", "H", "H", "H", "H", "H", "H", "H", "H", "H"],
  "coordinates": [[2.981656, -1.486349, 0.744776], [4.699610, -0.344257, 1.791111], [5.102233, -2.707661, 2.224064], [4.318080, -3.019071, -0.163589], [2.657892, -2.591396, 2.716665], [2.622876, 0.104886, -0.261869], [2.761085, 1.717132, -0.433190], [1.198068, 2.276540, -1.061410], [0.809808, 1.836258, -2.334311], [-0.387682, 2.270630, -2.873909], [-1.188045, 3.159022, -2.156953], [-0.794471, 3.612697, -0.904986], [0.401142, 3.173528, -0.349571], [4.031820, 2.013439, -1.615223], [5.106352, 1.133244, -1.777724], [6.120846, 1.456824, -2.660946], [6.073290, 2.654918, -3.366369], [5.009423, 3.533245, -3.201291], [3.980653, 3.216476, -2.330057], [3.112762, 2.366482, 1.173685], [4.263956, 3.129286, 1.376308], [4.544015, 3.616911, 2.646445], [3.685276, 3.341676, 3.700364], [2.534726, 2.578292, 3.501104], [2.245004, 2.090278, 2.242373], [1.462819, 1.193796, -2.916378], [-0.680235, 1.956502, -3.867357], [-2.105261, 3.528774, -2.597800], [-1.399676, 4.337812, -0.376446], [0.722091, 3.553379, 0.611777], [5.153445, 0.204754, -1.223026], [6.953355, 0.780941, -2.801099], [6.872497, 2.904595, -4.051698], [4.979196, 4.461467, -3.755251], [3.148360, 3.900237, -2.210968], [4.932458, 3.345543, 0.552023], [5.429709, 4.216152, 2.808575], [3.906506, 3.727372, 4.686984], [1.870470, 2.378317, 4.331076], [1.341393, 1.508088, 2.084078], [-0.635401, -0.558979, 0.012118], [-1.897230, -1.135869, -0.646021], [-3.287148, 0.242985, -0.851425], [-3.744076, 0.801020, 0.917386], [-4.749070, 0.133108, 1.620365], [-5.034662, 0.525487, 2.920295], [-4.332306, 1.572055, 3.506042], [-3.336119, 2.236546, 2.799161], [-3.041008, 1.857755, 1.498334], [-4.771397, -0.438463, -1.759085], [-5.991700, 0.252854, -1.622063], [-7.101493, -0.198714, -2.304457], [-6.994680, -1.305947, -3.145025], [-5.775772, -1.968021, -3.312787], [-4.656516, -1.527908, -2.641427], [0.407710, -1.884613, 0.719608], [-0.504553, -2.661284, 2.046215], [-0.198295, -3.942690, 2.528415], [-0.930142, -4.485902, 3.569547], [-1.960006, -3.759097, 4.154123], [-2.259789, -2.484125, 3.693440], [-1.542262, -1.932197, 2.645422], [0.937276, -2.941121, -0.630991], [0.976128, -4.341972, -0.569000], [1.623829, -5.056389, -1.557115], [2.261629, -4.396134, -2.611118], [2.197659, -3.015633, -2.709855], [1.541480, -2.280343, -1.726291], [-0.869180, 0.133843, 0.824312], [-0.039576, 0.002244, -0.706200], [-2.364904, -1.913199, -0.036869], [-1.671312, -1.553737, -1.626172], [-5.303903, -0.678414, 1.167483], [-5.820067, 0.023191, 3.469708], [-4.576799, 1.885086, 4.512604], [-2.814223, 3.068438, 3.253031], [-2.297506, 2.405487, 0.928532], [-6.065681, 1.124666, -0.983605], [-8.048822, 0.311321, -2.196363], [-7.865789, -1.649585, -3.687499], [-5.712391, -2.820381, -3.975028], [-3.710669, -2.034629, -2.785343], [0.608361, -4.524341, 2.107729], [-0.695534, -5.479381, 3.927128], [-2.526634, -4.187867, 4.970021], [-3.056762, -1.912658, 4.149767], [-1.810478, -0.937045, 2.315469], [0.478652, -4.872389, 0.229010], [1.629762, -6.138082, -1.519877], [2.773515, -4.970226, -3.372794], [2.639621, -2.508110, -3.557516], [1.440725, -1.211364, -1.851333]],
  "forces_ev_per_angstrom": [[-0.4, -0.1, -0.2], [0.1, 0.1, 0.1], [0.0, 0.0, -0.1], [0.2, -0.2, 0.0], [-0.1, 0.1, -0.1], [0.0, 0.1, 0.3], [0.1, 0.0, 0.0], [0.0, 0.0, 0.0], [0.0, 0.0, 0.0], [0.0, 0.0, 0.0], [0.0, 0.0, 0.0], [0.0, 0.0, 0.0], [0.0, 0.0, 0.0], [0.0, 0.0, 0.0], [0.0, 0.0, 0.0], [0.0, 0.0, 0.0], [0.0, 0.0, 0.0], [0.0, 0.0, 0.0], [0.0, 0.0, 0.0], [0.0, -0.1, 0.0], [0.0, 0.0, 0.0], [0.0, 0.0, 0.0], [0.0, 0.0, 0.0], [0.0, 0.0, 0.0], [0.0, 0.0, 0.0], [0.0, 0.0, 0.0], [0.0, 0.0, 0.0], [0.0, 0.0, 0.0], [0.0, 0.0, 0.0], [0.0, 0.0, 0.0], [0.0, 0.0, 0.0], [0.0, 0.0, 0.0], [0.0, 0.0, 0.0], [0.0, 0.0, 0.0], [0.0, 0.0, 0.0], [0.0, 0.0, 0.0], [0.0, 0.0, 0.0], [0.0, 0.0, 0.0], [0.0, 0.0, 0.0], [0.0, 0.0, 0.0], [0.0, 0.0, 0.0], [0.0, 0.0, 0.0], [0.0, 0.0, 0.0], [0.0, 0.0, 0.0], [0.0, 0.0, 0.0], [0.0, 0.0, 0.0], [0.0, 0.0, 0.0], [0.0, 0.0, 0.0], [0.0, 0.0, 0.0], [0.0, 0.0, 0.0], [0.0, 0.0, 0.0], [0.0, 0.0, 0.0], [0.0, 0.0, 0.0], [0.0, 0.0, 0.0], [0.0, 0.0, 0.0], [0.0, 0.0, 0.0], [0.0, 0.0, 0.0], [0.0, 0.0, 0.0], [0.0, 0.0, 0.0], [0.0, 0.0, 0.0], [0.0, 0.0, 0.0], [0.0, 0.0, 0.0], [0.0, 0.0, 0.0], [0.0, 0.0, 0.0], [0.0, 0.0, 0.0], [0.0, 0.0, 0.0], [0.0, 0.0, 0.0], [0.0, 0.0, 0.0], [0.0, 0.0, 0.0], [0.0, 0.0, 0.0], [0.0, 0.0, 0.0], [0.0, 0.0, 0.0], [0.0, 0.0, 0.0], [0.0, 0.0, 0.0], [0.0, 0.0, 0.0], [0.0, 0.0, 0.0], [0.0, -0.1, 0.0], [0.0, 0.0, 0.0], [0.0, 0.0, 0.0], [0.0, 0.0, 0.0], [0.0, 0.0, 0.0], [0.0, 0.0, 0.0], [0.0, 0.0, 0.1], [0.0, 0.0, 0.0], [0.0, 0.0, 0.0], [0.0, 0.0, 0.0], [0.0, 0.0, 0.0], [0.0, 0.0, -0.1], [0.0, 0.0, 0.0], [0.0, 0.0, 0.0], [0.0, 0.0, 0.0], [0.0, 0.0, 0.0]],
  "charge": 4,
  "homo_ev": [-17.913, -18.418],
  "multiplicity": 2,
  "gap_ev": [5.3218, 5.8273],
  "s_squared": 0.76
}